ORCA calculation (wB97M-V/def2-TZVPD) on a single C4H12N2O molecule at a distorted geometry.

Last columns: bonded neighbours and bond lengths (Å).
Atoms and positions in Å:
1 N -3.31807 0.82025 0.77121  C2 1.486, H8 1.027, H9 1.015
2 C -2.32747 -0.16900 0.27295  N1 1.486, N3 1.435, H10 1.131, H11 1.103
3 N -1.00470 0.38540 0.22643  C2 1.435, C4 1.456, H12 1.026
4 C 0.01894 -0.39671 -0.45119  N3 1.456, C5 1.495, H13 1.092, H14 1.101
5 C 1.35883 0.26537 -0.50155  C4 1.495, C6 1.501, H15 1.098, H16 1.105
6 C 2.51142 -0.27287 0.29462  C5 1.501, O7 1.454, H17 1.099, H18 1.082
7 O 3.48924 -1.00923 -0.49084  C6 1.454, H19 0.957
8 H -2.71107 1.56299 1.13935  N1 1.027
9 H -3.77591 1.33430 0.02520  N1 1.015
10 H -2.75818 -0.54284 -0.70425  C2 1.131
11 H -2.50080 -1.06604 0.89092  C2 1.103
12 H -0.74662 0.34518 1.21842  N3 1.026
13 H -0.32951 -0.65555 -1.45300  C4 1.092
14 H 0.11571 -1.38095 0.03183  C4 1.101
15 H 1.10261 1.30363 -0.25239  C5 1.098
16 H 1.77645 0.49801 -1.49783  C5 1.105
17 H 2.31134 -0.98733 1.10594  C6 1.099
18 H 3.11000 0.53468 0.69383  C6 1.082
19 H 3.67780 -0.56931 -1.31966  O7 0.957

Results
HOMO level   -9.50 eV
Energy relative to the best compared isomer or geometry (same formula, charge and spin)   222.6 kJ/mol

ORCA calculation (wB97M-V/def2-TZVPD) on a single C4H12N2O molecule at a distorted geometry.

Last columns: bonded neighbours and bond lengths (Å).
Atoms and positions in Å:
1 C -1.81951 0.98188 -0.49732  C2 1.501, H8 1.092, H9 1.100, H10 1.087
2 C -0.52441 0.35886 -0.06360  C1 1.501, C3 1.533, N5 1.500, H11 1.099
3 C -0.28208 0.34261 1.44979  C2 1.533, N4 1.470, H12 1.090, H13 1.098
4 N 0.26239 1.60316 1.97362  C3 1.470, H14 1.006, H15 0.983
5 N -0.40944 -0.96012 -0.76768  C2 1.500, C6 1.459, H16 1.021
6 C 0.90673 -1.57859 -0.65185  N5 1.459, O7 1.419, H17 1.092, H18 1.085
7 O 1.85275 -0.91602 -1.47595  C6 1.419, H19 0.964
8 H -2.06049 1.88412 0.06904  C1 1.092
9 H -2.63653 0.28596 -0.25500  C1 1.100
10 H -1.90614 1.14236 -1.56869  C1 1.087
11 H 0.36156 0.89916 -0.42645  C2 1.099
12 H 0.32541 -0.45014 1.88657  C3 1.090
13 H -1.26446 0.21967 1.92498  C3 1.098
14 H 0.95926 2.12752 1.47212  N4 1.006
15 H -0.48905 2.17608 2.24387  N4 0.983
16 H -1.05134 -1.52110 -0.20642  N5 1.021
17 H 1.26280 -1.50026 0.37735  C6 1.092
18 H 0.79100 -2.60881 -0.97075  C6 1.085
19 H 1.37338 -0.15000 -1.81253  O7 0.964

Results
HOMO level   -8.97 eV
Energy relative to the best compared isomer or geometry (same formula, charge and spin)   170.4 kJ/mol

ORCA calculation (wB97M-V/def2-TZVPD) on 2 unconnected molecules or ions with the total composition C4H12N2O.

Last columns: bonded neighbours and bond lengths (Å).
Atoms and positions in Å:
1 C 1.56357 1.62597 -0.99858  C2 1.524, H5 1.092, H6 1.096, H7 1.086
2 C 0.77393 1.92433 0.27024  C1 1.524, C3 1.530, H8 1.086, H9 1.092
3 C -0.12899 0.75733 0.67351  C2 1.530, N4 1.472, H10 1.089, H11 1.092
4 N -0.74341 1.00967 1.98709  C3 1.472, H12 1.012, H13 1.012
5 H 0.91995 1.45869 -1.86412  C1 1.092
6 H 2.16691 0.71705 -0.89079  C1 1.096
7 H 2.23681 2.44252 -1.24087  C1 1.086
8 H 1.44224 2.12520 1.10230  C2 1.086
9 H 0.13198 2.78924 0.09222  C2 1.092
10 H 0.47468 -0.14158 0.78626  C3 1.089
11 H -0.87299 0.61559 -0.11333  C3 1.092
12 H -1.06285 0.14556 2.40500  N4 1.012
13 H -1.55506 1.60975 1.90851  N4 1.012
14 N -1.55021 -2.63531 -0.67964  C15 1.359, H17 1.003, H18 1.007
15 C -0.26019 -3.06239 -0.67472  N14 1.359, O16 1.206, H19 1.100
16 O 0.17469 -3.90064 -1.42417  C15 1.206
17 H -1.89244 -1.95825 -0.02375  N14 1.003
18 H -2.14925 -2.96678 -1.41757  N14 1.007
19 H 0.33062 -2.55598 0.10244  C15 1.100

Results
HOMO level   -9.58 eV
Energy relative to the best compared isomer or geometry (same formula, charge and spin)   71.7 kJ/mol

ORCA calculation (wB97M-V/def2-TZVPD) on 2 unconnected molecules or ions with the total composition C4H12N2O at a distorted geometry.

Last columns: bonded neighbours and bond lengths (Å).
Atoms and positions in Å:
1 C 0.23215 2.68305 -0.38276  N2 1.254, H7 1.089, H8 1.105
2 N 0.21297 1.43066 -0.33083  C1 1.254, C3 1.450
3 C -0.57336 0.66405 -1.27841  N2 1.450, C4 1.541, H9 1.087, H10 1.104
4 C 0.05577 -0.72786 -1.48236  C3 1.541, C5 1.549, H11 1.087, H12 1.090
5 C -0.23563 -1.55695 -0.20720  C4 1.549, N6 1.462, H13 1.088, H14 1.092
6 N 0.80292 -1.54331 0.82227  C5 1.462, H15 1.020, H16 1.014
7 H 0.30231 3.33728 0.48546  C1 1.089
8 H 0.12535 3.21729 -1.34400  C1 1.105
9 H -1.57848 0.57148 -0.87555  C3 1.087
10 H -0.63407 1.22919 -2.22525  C3 1.104
11 H 1.11718 -0.55060 -1.63367  C4 1.087
12 H -0.49717 -1.22817 -2.27758  C4 1.090
13 H -0.51140 -2.58973 -0.41100  C5 1.088
14 H -1.09529 -1.11644 0.30263  C5 1.092
15 H 1.28842 -0.64713 0.84981  N6 1.020
16 H 1.59841 -2.15957 0.69593  N6 1.014
17 O -0.15916 -0.62522 3.39433  H18 0.964, H19 0.977
18 H -0.47850 0.28224 3.46199  O17 0.964
19 H 0.02760 -0.67028 2.43619  O17 0.977

Results
HOMO level   -9.25 eV
Energy relative to the best compared isomer or geometry (same formula, charge and spin)   230.3 kJ/mol

ORCA calculation (wB97M-V/def2-TZVPD) on a single C4H12N2O molecule at a distorted geometry.

Last columns: bonded neighbours and bond lengths (Å).
Atoms and positions in Å:
1 N 2.33743 0.40655 -0.52083  C2 1.456, H8 1.005, H9 1.008
2 C 1.42663 0.29997 -1.65157  N1 1.456, C3 1.529, H10 1.091, H11 1.096
3 C -0.03642 0.55919 -1.28889  C2 1.529, N4 1.482, H12 1.089, H13 1.087
4 N -0.54981 -0.33159 -0.22210  C3 1.482, C5 1.458, H14 1.014
5 C -1.01898 0.38859 0.95509  N4 1.458, C6 1.541, H15 1.096, H16 1.088
6 C -1.53696 -0.58525 2.03153  C5 1.541, O7 1.432, H17 1.090, H18 1.080
7 O -1.83173 -1.87697 1.48882  C6 1.432, H19 0.969
8 H 2.44895 -0.45113 -0.00954  N1 1.005
9 H 3.21268 0.83512 -0.77970  N1 1.008
10 H 1.66437 1.03194 -2.42529  C2 1.091
11 H 1.47294 -0.67828 -2.14422  C2 1.096
12 H -0.62083 0.45044 -2.20105  C3 1.089
13 H -0.13805 1.59123 -0.96203  C3 1.087
14 H 0.21318 -0.95681 0.01462  N4 1.014
15 H -1.84263 1.00822 0.58224  C5 1.096
16 H -0.24528 1.02716 1.37680  C5 1.088
17 H -0.76958 -0.73260 2.79170  C6 1.090
18 H -2.46252 -0.20150 2.43446  C6 1.080
19 H -1.72339 -1.78427 0.52998  O7 0.969

Results
HOMO level   -9.13 eV
Energy relative to the best compared isomer or geometry (same formula, charge and spin)   164.1 kJ/mol

ORCA calculation (wB97M-V/def2-TZVPD) on 2 unconnected molecules or ions with the total composition C4H12N2O at a distorted geometry.

Last columns: bonded neighbours and bond lengths (Å).
Atoms and positions in Å:
1 C 1.74989 0.65266 -1.16755  C2 1.516, H7 1.090, H8 1.094, H9 1.089
2 C 1.51959 0.51958 0.32490  C1 1.516, C3 1.511, H10 1.091, H11 1.089
3 C 0.14124 0.00221 0.66359  C2 1.511, N4 1.415, C5 1.335
4 N -0.88398 0.93531 0.38148  C3 1.415, H12 1.003, H13 1.007
5 C -0.08702 -1.13626 1.32333  C3 1.335, N6 1.390, H14 1.080
6 N -1.32363 -1.54762 1.80677  C5 1.390, H15 1.000, H16 1.002
7 H 2.71442 1.11937 -1.36795  C1 1.090
8 H 1.02536 1.35974 -1.58153  C1 1.094
9 H 1.73748 -0.26569 -1.75188  C1 1.089
10 H 1.64919 1.49416 0.79740  C2 1.091
11 H 2.20757 -0.12806 0.86560  C2 1.089
12 H -1.75837 0.83152 0.86238  N4 1.003
13 H -0.58255 1.89662 0.38651  N4 1.007
14 H 0.74986 -1.80754 1.44345  C5 1.080
15 H -1.68507 -2.46070 1.61570  N6 1.000
16 H -2.05085 -0.86701 1.91171  N6 1.002
17 O -1.99182 -0.10596 -2.39791  H18 0.961, H19 0.965
18 H -1.39823 -0.85154 -2.52248  O17 0.961
19 H -1.73306 0.35920 -1.59352  O17 0.965

Results
HOMO level   -7.53 eV
Energy relative to the best compared isomer or geometry (same formula, charge and spin)   119.6 kJ/mol

ORCA calculation (wB97M-V/def2-TZVPD) on a single C4H12N2O molecule.

Last columns: bonded neighbours and bond lengths (Å).
Atoms and positions in Å:
1 N 0.26860 2.55217 0.33365  C2 1.459, H8 1.012, H9 1.010
2 C -0.49137 1.85886 -0.70158  N1 1.459, C3 1.522, H10 1.100, H11 1.095
3 C -1.35888 0.79152 -0.04892  C2 1.522, N4 1.451, H12 1.093, H13 1.085
4 N -0.64799 -0.29363 0.60121  C3 1.451, C5 1.450, H14 1.018
5 C 0.13257 -1.13564 -0.28404  N4 1.450, C6 1.509, H15 1.092, H16 1.102
6 C 0.84182 -2.20740 0.50703  C5 1.509, O7 1.425, H17 1.088, H18 1.100
7 O 1.53833 -3.02586 -0.42833  C6 1.425, H19 0.966
8 H -0.34877 2.97386 1.01572  N1 1.012
9 H 0.90451 3.26450 0.00305  N1 1.010
10 H -1.11445 2.54415 -1.29434  C2 1.100
11 H 0.21715 1.37967 -1.38448  C2 1.095
12 H -2.04038 0.34414 -0.77729  C3 1.093
13 H -1.99003 1.27951 0.68669  C3 1.085
14 H -0.01875 0.10157 1.29692  N4 1.018
15 H 0.83499 -0.58866 -0.91628  C5 1.092
16 H -0.55139 -1.68132 -0.95320  C5 1.102
17 H 0.13391 -2.81251 1.07001  C6 1.088
18 H 1.53647 -1.74755 1.22489  C6 1.100
19 H 2.15366 -3.59738 0.04927  O7 0.966

Results
HOMO level   -8.75 eV
Energy relative to the best compared isomer or geometry (same formula, charge and spin)   138.7 kJ/mol

ORCA calculation (wB97M-V/def2-TZVPD) on 2 unconnected molecules or ions with the total composition C4H12N2O at a distorted geometry.

Last columns: bonded neighbours and bond lengths (Å).
Atoms and positions in Å:
1 H -2.05575 2.07058 0.81788  N2 1.020
2 N -2.03210 1.05296 0.75824  H1 1.020, N3 1.269
3 N -2.09164 0.71375 -0.46293  N2 1.269, O4 1.358
4 O -2.22897 -0.63298 -0.57472  N3 1.358, H5 0.980
5 H -2.34425 -1.01669 0.31920  O4 0.980
6 C 0.51779 0.04577 1.44022  C7 1.466, H10 1.083, H11 1.236, H12 1.087
7 C 1.14347 -0.15154 0.12936  C6 1.466, C8 1.518, C9 1.823, H13 1.091
8 C 1.00350 -1.54078 -0.46645  C7 1.518, H14 1.091, H15 1.089, H16 1.089
9 C 0.56756 0.98672 -1.17364  C7 1.823, H17 1.087, H18 1.087, H19 1.082
10 H 0.43989 -0.84279 2.05533  C6 1.083
11 H -0.65715 0.39829 1.28726  C6 1.236
12 H 0.93888 0.87539 2.00186  C6 1.087
13 H 2.18781 0.16316 0.15098  C7 1.091
14 H 1.46654 -2.28283 0.18567  C8 1.091
15 H -0.04633 -1.79482 -0.60233  C8 1.089
16 H 1.48623 -1.59772 -1.44109  C8 1.089
17 H 0.50681 2.01248 -0.81889  C9 1.087
18 H 1.44850 0.87449 -1.80106  C9 1.087
19 H -0.25078 0.66654 -1.80488  C9 1.082

Results
HOMO level   -9.29 eV
Energy relative to the best compared isomer or geometry (same formula, charge and spin)   474.9 kJ/mol

ORCA calculation (wB97M-V/def2-TZVPD) on 2 unconnected molecules or ions with the total composition C4H12N2O at a distorted geometry.

Last columns: bonded neighbours and bond lengths (Å).
Atoms and positions in Å:
1 N -1.22401 2.05708 0.46493  C2 1.335, H7 0.878, H8 1.044
2 C -0.40869 1.02642 0.70140  N1 1.335, C3 1.361, H9 1.153
3 C -0.72860 -0.20961 1.17173  C2 1.361, C4 1.523, H10 1.066
4 C 0.52981 -1.06685 1.17598  C3 1.523, C5 1.730, H11 1.104, H12 1.149
5 C 1.05992 -1.62333 -0.37368  C4 1.730, N6 1.440, H13 1.113, H14 1.094
6 N 0.51629 -2.93886 -0.59401  C5 1.440, H15 1.023, H16 0.964
7 H -0.79745 2.82148 0.52976  N1 0.878
8 H -2.25236 2.11590 0.63596  N1 1.044
9 H 0.66439 1.04682 0.28107  C2 1.153
10 H -1.64114 -0.27333 1.71922  C3 1.066
11 H 0.43555 -1.82470 1.97348  C4 1.104
12 H 1.51959 -0.57914 1.49535  C4 1.149
13 H 2.15734 -1.78598 -0.28824  C5 1.113
14 H 0.89542 -0.89320 -1.17093  C5 1.094
15 H 0.99311 -3.56080 0.06368  N6 1.023
16 H -0.44530 -3.00681 -0.56599  N6 0.964
17 O -0.06575 3.03543 -2.44760  H18 0.987, H19 0.988
18 H -0.80562 3.48308 -1.97242  O17 0.987
19 H -0.40249 2.17639 -2.79972  O17 0.988

Results
HOMO level   -7.49 eV
Energy relative to the best compared isomer or geometry (same formula, charge and spin)   358.0 kJ/mol

ORCA calculation (wB97M-V/def2-TZVPD) on a single C4H12N2O molecule at a distorted geometry.

Last columns: bonded neighbours and bond lengths (Å).
Atoms and positions in Å:
1 C 0.38161 2.15662 -0.86767  C3 1.513, H8 1.135, H9 1.053, H10 1.171
2 C -0.73978 -2.22527 0.80355  C4 1.486, H11 1.141, H12 1.046, H13 1.074
3 C 0.85345 1.06069 0.06310  C1 1.513, N6 1.468, H14 1.101, H15 1.092
4 C -0.07317 -0.97998 1.26380  C2 1.486, N6 1.649, O7 1.388, H16 1.137
5 N 0.08607 -0.64808 -1.33442  N6 1.401, H17 1.093, H18 0.985
6 N -0.10893 -0.03703 -0.08893  C3 1.468, C4 1.649, N5 1.401
7 O -0.77964 -0.19034 2.16014  C4 1.388, H19 1.026
8 H -0.73357 2.35634 -0.79895  C1 1.135
9 H 1.11750 2.90038 -0.74894  C1 1.053
10 H 0.55873 1.86095 -1.98711  C1 1.171
11 H -0.57469 -3.16323 1.43219  C2 1.141
12 H -1.77472 -2.07315 0.78387  C2 1.046
13 H -0.39066 -2.39218 -0.19883  C2 1.074
14 H 1.87512 0.76739 -0.22479  C3 1.101
15 H 0.86859 1.34420 1.11798  C3 1.092
16 H 0.96767 -1.26719 1.62016  C4 1.137
17 H 1.12040 -0.40304 -1.58885  N5 1.093
18 H -0.60708 -0.42796 -1.99869  N5 0.985
19 H -1.50310 0.06008 1.47692  O7 1.026

Results
⟨S²⟩   2.005
HOMO level (spin up / spin down)   -3.09 / -11.11 eV
Energy relative to the best compared isomer or geometry (same formula, charge and spin)   379.5 kJ/mol
Multiplicity   3

> Among the records above, which one has the highest energy relative to the best compared isomer or geometry (same formula, charge and spin)?

number 8

> The lowest energy relative to the best compared isomer or geometry (same formula, charge and spin) belongs to which entry?

number 3

> Look up the energy relative to the best compared isomer or geometry (same formula, charge and spin) of the eighth one.

474.9 kJ/mol

> The highest energy relative to the best compared isomer or geometry (same formula, charge and spin) belongs to which entry?

number 8